The following is a DFT calculation (ωB97M-V/def2-TZVPD) of a 10-piece molecular cluster, C46H101N3O7 overall at a distorted geometry.

The geometry in ORCA input format:
```
! wB97M-V def2-TZVPD RIJCOSX def2/J DEFGRID3
* xyz 0 1
O -4.850 -2.616 0.724
O 4.959 -0.338 -2.222
O -0.563 -5.615 -2.594
O 5.013 -1.546 4.236
O -0.057 -0.841 -4.753
O 1.182 -1.889 -0.063
O 3.653 3.566 -3.009
N -1.310 4.759 -2.400
N -1.094 -4.161 3.755
N 0.273 3.254 3.575
C -1.545 -3.481 4.955
C 0.768 0.374 -0.375
C -1.337 6.207 -2.535
C 5.449 -1.158 -1.154
C -1.191 -2.009 5.011
C 3.604 2.554 -2.007
C -4.205 -0.422 0.138
C 0.294 1.393 5.202
C 3.860 -0.957 4.820
C 1.112 -4.658 4.744
C -0.859 0.173 -4.172
C 4.345 -2.567 -2.686
C 3.044 3.232 -0.770
C -1.968 -5.520 -2.338
C -2.279 -0.344 -4.321
C -0.796 -1.723 -5.585
C 0.046 4.684 3.445
C -1.313 6.942 -1.191
C -4.560 -1.344 1.306
C 0.041 -4.308 -2.549
C -2.230 -1.140 -5.627
C -1.119 -3.400 -2.179
C -4.459 -2.673 -0.655
C -1.907 2.462 2.591
C -1.139 4.070 -3.670
C -2.389 4.227 -1.582
C -0.370 2.415 2.571
C 0.068 -1.535 0.761
C 0.341 -4.151 3.528
C 1.526 -0.808 -0.947
C 2.084 4.230 -1.354
C 3.215 -1.931 2.760
C -0.518 -0.268 0.121
C -3.653 -1.385 -0.898
C 0.437 5.184 2.047
C 4.437 -1.145 -3.273
C -0.135 2.825 4.911
C 2.759 4.622 -2.694
C -1.539 -4.733 1.377
C 2.946 -0.699 3.608
C -2.337 2.704 -1.441
C -2.279 -4.098 -2.842
C 5.542 -2.544 -1.770
C -2.354 4.061 -4.618
C 4.652 -2.355 3.111
C -1.903 -3.851 2.563
H -1.012 4.928 3.624
H 3.067 -1.698 1.703
H -1.205 -3.311 -1.096
H -1.749 -1.551 5.836
H 2.605 -0.665 -0.889
H -0.139 -1.786 5.203
H 2.662 2.531 -0.029
H -0.995 7.959 -1.445
H -3.647 -1.507 1.888
H -0.071 0.634 4.510
H 4.131 0.016 5.227
H 0.440 -1.368 1.776
H -3.531 0.353 0.507
H -1.059 0.330 0.859
H 0.775 -5.672 4.988
H 5.547 -3.368 -1.051
H -2.762 5.074 -4.684
H 3.451 -0.758 -3.543
H -0.522 -4.489 1.062
H 6.471 -2.683 -2.332
H 4.339 -3.346 -3.446
H 2.177 -4.809 4.566
H -3.139 3.417 -4.219
H 4.705 -3.427 3.304
H 4.558 2.048 -1.883
H 3.858 3.778 -0.280
H -1.214 2.893 5.102
H -1.515 -1.469 4.119
H -5.101 0.094 -0.217
H -5.382 -0.993 1.925
H -0.845 3.036 -3.483
H -2.911 -4.123 2.879
H 3.453 -1.675 5.538
H 0.631 1.193 -1.088
H -2.278 3.489 2.524
H -3.883 -3.589 -0.764
H 0.478 -4.081 -3.523
H 5.037 -1.123 -4.187
H -2.989 0.482 -4.275
H -0.433 -1.777 -6.614
H 0.514 -4.880 2.738
H 1.087 3.841 -1.583
H -5.342 -2.682 -1.296
H -2.326 2.090 3.525
H -2.261 7.083 -0.677
H -0.336 5.023 1.290
H -0.062 1.377 2.718
H 2.914 1.775 -2.367
H -2.263 1.938 1.704
H 1.355 4.749 1.657
H -0.512 6.530 -3.170
H -1.566 -5.777 1.690
H -0.582 0.412 -3.145
H 0.752 -3.178 3.225
H 1.920 5.083 -0.693
H -2.201 -4.098 -3.928
H -2.205 -5.650 -1.277
H 4.697 -1.169 -0.354
H 0.803 -4.204 -1.773
H 2.036 4.804 -3.490
H -2.949 -1.956 -5.665
H 1.221 -1.075 -1.964
H -1.267 -0.442 -0.655
H -0.306 4.589 -4.150
H -2.250 6.479 -3.094
H -0.785 1.094 -4.765
H -2.759 2.147 -2.276
H 3.265 0.205 3.088
H 2.512 -2.732 2.990
H 0.679 5.201 4.164
H 0.910 -4.056 5.630
H -2.330 -0.468 -6.478
H -2.511 -1.037 -3.507
H 0.534 6.273 2.092
H -3.373 4.509 -2.000
H 5.357 -2.085 2.324
H -0.723 -2.289 0.786
H 1.886 -0.645 3.863
H 1.326 0.822 0.450
H 1.371 1.209 5.275
H -2.180 -4.617 0.504
H -0.762 -2.731 -5.166
H -2.639 -3.518 5.014
H -0.554 6.501 -0.549
H -2.437 4.712 -0.606
H -0.976 -2.379 -2.549
H -3.815 -0.977 -1.896
H -2.873 2.396 -0.541
H -1.836 -2.781 2.328
H -2.112 3.782 -5.642
H -2.506 -6.298 -2.879
H -0.029 1.115 6.211
H -1.290 2.427 -1.293
H 3.413 -2.655 -2.121
H 6.375 -0.787 -0.719
H 0.399 3.420 5.653
H 3.328 5.543 -2.524
H -3.249 -3.732 -2.496
H -0.024 2.614 1.553
H -1.269 -4.030 5.858
H -2.585 -1.534 -0.719
*
```

Calculated values
Total energy   -68138.6071 eV
E_HOMO   -8.22 eV
Energy above the lowest of the compared OMol25 structures with the same formula, charge and spin   0.0 kcal/mol
Kohn-Sham gap   8.7657 eV